DFT (ωB97M-V/def2-TZVPD) results for a structure of composition C32H40BrN8O5SSiTl at a distorted geometry.

```
89
Properties=species:S:1:pos:R:3:lowdin_charge:R:1
Tl 0.77 -1.04 -1.99 0.61
C 0.45 2.98 3.04 -0.05
C 0.23 1.49 2.88 -0.56
C -1.10 1.06 3.51 -0.02
C 1.47 0.72 3.35 -0.03
O 0.14 1.22 1.39 -0.18
Si -0.43 2.24 0.26 -0.20
S -0.95 1.09 -1.42 0.19
O -1.79 2.86 0.85 -0.17
C -2.93 3.70 0.50 -0.62
C -4.12 2.92 1.03 -0.02
C -2.80 4.98 1.25 -0.04
C -2.95 3.88 -0.99 -0.05
O 0.67 3.40 -0.09 -0.14
C 1.44 3.82 -1.26 -0.56
C 0.45 4.41 -2.24 -0.04
C 2.08 2.61 -1.87 -0.18
C 2.45 4.89 -0.85 -0.02
H 0.77 3.16 4.07 0.08
H -0.47 3.55 2.89 0.07
H 1.23 3.36 2.36 0.09
H -1.15 1.29 4.56 0.07
H -1.32 -0.01 3.37 0.09
H -1.87 1.67 3.04 0.07
H 1.50 0.63 4.44 0.08
H 2.37 1.29 3.06 0.09
H 1.53 -0.29 2.98 0.07
H -4.11 2.87 2.11 0.07
H -4.14 1.91 0.61 0.10
H -5.04 3.40 0.73 0.08
H -2.78 4.81 2.33 0.09
H -3.61 5.69 1.04 0.09
H -1.93 5.58 0.93 0.09
H -2.99 2.95 -1.53 0.05
H -2.14 4.49 -1.31 0.05
H -3.86 4.42 -1.24 0.09
H -0.29 3.66 -2.53 0.05
H 0.92 4.71 -3.16 0.08
H -0.06 5.27 -1.78 0.09
H 1.30 1.95 -2.26 0.04
H 2.54 1.95 0.05 0.11
H 2.72 2.84 -2.71 0.13
H 1.98 5.71 -0.30 0.08
H 2.86 5.30 -1.75 0.07
H 3.31 4.51 -0.28 0.09
O 4.43 0.87 -3.47 0.06
C 4.21 0.55 -2.35 -0.13
Br 3.15 -8.10 -3.63 0.69
C 2.48 -6.70 -2.52 -0.68
C 1.15 -6.31 -2.58 -0.10
C 0.77 -5.18 -1.84 -0.13
N 1.68 -4.52 -1.15 0.06
C 2.95 -4.91 -1.07 -0.13
C 3.40 -6.03 -1.73 -0.13
H 0.41 -6.83 -3.19 0.11
H -0.26 -4.78 -1.84 0.12
H 3.62 -4.33 -0.43 0.11
H 4.44 -6.31 -1.70 0.09
N -1.68 -2.58 -3.05 0.08
C -2.83 -2.63 -2.92 -0.23
C -4.20 -2.90 -2.69 -0.31
C -5.24 -1.97 -2.82 -0.29
N -6.11 -1.19 -2.88 0.08
C -4.62 -4.19 -2.26 -0.27
N -5.00 -5.22 -1.85 0.10
N -0.23 -2.00 0.75 0.08
C -1.30 -2.87 1.00 -0.29
C -2.64 -2.41 0.85 -0.03
C -3.68 -3.37 0.84 -0.11
C -3.42 -4.73 1.01 -0.14
C -2.08 -5.18 1.20 -0.12
C -1.03 -4.28 1.24 -0.06
H 0.73 -2.33 0.93 0.07
H -0.37 -1.00 0.78 0.03
H -2.82 -1.36 0.60 0.11
H -4.69 -3.01 0.71 0.09
H -4.26 -5.44 0.94 0.08
H -1.87 -6.23 1.32 0.08
H -0.02 -4.60 1.40 0.08
N 4.61 -1.46 1.53 0.14
C 3.88 -0.85 0.55 -0.53
O 2.70 -1.17 0.28 -0.14
C 4.51 0.31 -0.06 -0.22
C 3.83 0.95 -1.12 -0.31
N 2.85 1.90 -0.88 0.08
C 5.74 0.68 0.36 -0.31
N 6.77 1.03 0.81 0.06
H 4.14 -2.10 2.17 0.09
H 5.57 -1.17 1.71 0.08
```

Calculated values
total charge: -2
frontier orbital gap: 5.51 eV
energy relative to the best compared isomer or geometry (same formula, charge and spin): 24.8 kJ/mol
E_HOMO: -2.10 eV
maximum force: 3.38 eV/A
E_tot: -5492.0411 a.u.


DFT (ωB97M-V/def2-TZVPD) results for a cluster of 2 separate species, CBr2FNO2 in total at a distorted geometry.

```
7
Properties=species:S:1:pos:R:3:nbo_charge:R:1
C -0.01 0.46 -0.50 0.43
N 0.68 -0.49 0.43 0.43
O 0.98 -1.55 -0.04 -0.32
O 0.90 -0.11 1.56 -0.33
F 0.01 0.12 -1.72 -0.25
Br 0.02 2.23 0.11 0.23
Br -2.58 -0.65 0.15 -0.19
```

Calculated values
total charge: 0
frontier orbital gap (alpha / beta): 6.83 / 8.12 eV
energy relative to the best compared isomer or geometry (same formula, charge and spin): 181.7 kJ/mol
E_HOMO (alpha / beta): -10.25 / -10.80 eV
maximum force: 2.60 eV/A
E_tot: -5491.0357 a.u.


DFT (ωB97M-V/def2-TZVPD) results for a structure of composition C52H65ClN4O12ReS3Si2 at a distorted geometry.

```
140
Properties=species:S:1:pos:R:3:lowdin_spin:R:1
Re -0.64 0.43 0.70 0.77
C 4.02 -2.88 -4.29 0.00
O 4.89 -1.80 -4.00 0.00
C 5.15 -1.56 -2.68 0.00
C 4.49 -2.18 -1.63 0.00
C 4.82 -1.87 -0.33 0.00
C 5.84 -0.95 -0.04 0.00
C 6.50 -0.35 -1.10 0.00
C 6.16 -0.64 -2.41 0.00
N 6.36 -0.78 1.27 0.02
N 5.65 -0.83 2.30 0.00
C 4.27 -0.61 2.32 0.02
C 3.56 -1.35 3.24 -0.01
C 2.17 -1.35 3.30 0.02
C 1.43 -0.57 2.42 -0.01
O 0.13 -0.54 2.39 0.00
C 2.15 0.28 1.53 0.00
N 1.36 1.07 0.75 -0.01
C 1.93 2.05 0.08 0.03
C 3.31 2.27 0.10 -0.01
C 4.12 1.42 0.80 0.03
C 3.54 0.34 1.52 0.00
H 3.96 -2.93 -5.37 0.00
H 3.02 -2.72 -3.88 0.00
H 4.41 -3.82 -3.90 0.00
H 3.70 -2.90 -1.79 0.00
H 4.28 -2.36 0.47 0.00
H 7.29 0.37 -0.89 0.00
H 6.66 -0.16 -3.24 0.00
H 4.12 -2.02 3.88 0.00
H 1.65 -1.98 4.01 0.00
H 1.28 2.67 -0.53 0.00
H 3.72 3.13 -0.41 0.00
H 5.18 1.59 0.86 0.00
C -5.41 -0.04 1.35 0.00
Si -4.04 0.35 0.10 0.01
C -4.60 -0.46 -1.53 0.00
C -4.08 2.22 -0.07 0.00
N -2.55 -0.35 0.68 0.09
C -2.76 -1.59 1.32 0.01
C -3.06 -2.75 0.61 0.00
C -3.29 -3.96 1.25 0.00
C -3.21 -4.03 2.63 0.00
C -2.92 -2.89 3.37 0.00
C -2.72 -1.68 2.73 0.00
O -2.46 -0.49 3.34 0.00
C -2.52 -0.33 4.70 0.00
C -1.43 0.27 5.32 0.00
C -1.43 0.41 6.70 0.00
C -2.51 -0.03 7.46 0.00
C -3.62 -0.57 6.82 0.00
C -3.63 -0.72 5.44 0.00
H -6.34 0.43 1.04 0.00
H -5.13 0.37 2.33 0.00
H -5.58 -1.11 1.47 0.00
H -5.28 0.20 -2.08 0.00
H -5.13 -1.40 -1.33 0.00
H -3.74 -0.68 -2.17 0.00
H -4.92 2.53 -0.70 0.00
H -3.15 2.61 -0.50 0.00
H -4.19 2.68 0.91 0.00
H -3.07 -2.68 -0.48 0.00
H -3.52 -4.85 0.67 0.00
H -3.38 -4.97 3.15 0.00
H -2.85 -2.95 4.45 0.00
H -0.62 0.64 4.70 0.00
H -0.57 0.86 7.18 0.00
H -2.49 0.06 8.54 0.00
H -4.48 -0.88 7.40 0.00
H -4.50 -1.12 4.93 0.00
C -2.69 3.31 -5.84 0.00
C -2.54 2.51 -4.55 0.00
C -2.57 1.02 -4.86 0.00
C -3.65 2.87 -3.57 0.00
O -1.27 2.89 -4.01 0.00
Si -0.46 2.69 -2.58 0.00
S -1.08 0.90 -1.65 0.01
O -0.76 3.87 -1.52 0.00
C -0.44 5.26 -1.42 0.00
C -0.67 5.94 -2.77 0.00
C -1.37 5.83 -0.35 0.00
C 1.02 5.42 -0.99 0.00
O 1.11 2.85 -3.04 0.00
C 1.98 2.07 -3.86 0.00
C 3.29 2.84 -3.96 0.00
C 1.38 1.89 -5.26 0.00
C 2.23 0.70 -3.22 0.00
H -3.63 3.04 -6.33 0.00
H -1.86 3.09 -6.51 0.00
H -2.70 4.38 -5.62 0.00
H -3.56 0.73 -5.23 0.00
H -2.33 0.45 -3.97 0.00
H -1.83 0.78 -5.63 0.00
H -4.63 2.72 -4.02 0.00
H -3.55 3.91 -3.25 0.00
H -3.56 2.24 -2.68 0.00
H -1.69 5.74 -3.12 0.00
H 0.03 5.54 -3.50 0.00
H -0.52 7.02 -2.68 0.00
H -2.41 5.71 -0.66 0.00
H -1.16 6.89 -0.19 0.00
H -1.22 5.28 0.58 0.00
H 1.67 4.96 -1.74 0.00
H 1.18 4.94 -0.03 0.00
H 1.27 6.48 -0.90 0.00
H 3.13 3.80 -4.44 0.00
H 4.02 2.26 -4.54 0.00
H 3.69 3.01 -2.96 0.00
H 1.02 2.86 -5.62 0.00
H 0.52 1.22 -5.21 0.00
H 2.12 1.49 -5.95 0.00
H 2.74 0.82 -2.27 0.00
H 2.85 0.10 -3.88 0.00
H 1.28 0.19 -3.03 0.00
O 1.05 3.95 1.92 0.00
S 0.22 3.23 2.88 0.01
O -0.52 4.12 3.77 0.00
O 0.88 2.13 3.55 0.00
S -1.37 2.40 1.74 -0.01
C 1.65 -6.78 1.06 0.00
C 0.90 -6.39 2.31 0.00
C 0.42 -7.36 3.19 0.00
C -0.30 -6.98 4.31 0.00
Cl -0.89 -8.21 5.40 0.00
C -0.56 -5.65 4.58 0.00
C -0.09 -4.68 3.71 0.00
C 0.63 -5.04 2.57 0.00
O 1.14 -4.11 1.73 0.00
C 0.18 -3.31 1.04 0.00
C 0.92 -2.46 0.00 0.00
O 1.92 -2.95 -0.54 0.00
O 0.41 -1.32 -0.29 0.00
H 2.35 -7.59 1.25 0.00
H 2.18 -5.91 0.67 0.00
H 0.94 -7.11 0.29 0.00
H 0.59 -8.41 2.99 0.00
H -1.12 -5.36 5.46 0.00
H -0.29 -3.63 3.89 0.00
H -0.38 -2.68 1.72 0.00
H -0.52 -3.95 0.50 0.00
```

Calculated values
total charge: -2
frontier orbital gap (alpha / beta): 6.09 / 6.30 eV
energy relative to the best compared isomer or geometry (same formula, charge and spin): 0.0 kJ/mol
E_HOMO (alpha / beta): -2.46 / -2.67 eV
maximum force: 1.61 eV/A
expectation value of S²: 0.7739
spin multiplicity: 2
E_tot: -5454.8562 a.u.


Which of these has the highest maximum force?
C32H40BrN8O5SSiTl


Look up the maximum force of the first one.
3.38 eV/A


Among the records above, which one has the lowest maximum force?
C52H65ClN4O12ReS3Si2


Among the records above, which one has the lowest E_tot?
C32H40BrN8O5SSiTl